This record from the Open Molecules 2025 dataset describes C27H41ClHfN4O3Si as an isolated structure. The level of theory is ωB97M-V/def2-TZVPD.

HOMO level   -0.4726 hartree
Kohn-Sham gap   6.0 eV
Max |F|   0.04938 Eh/bohr
Energy above the lowest of the compared OMol25 structures with the same formula, charge and spin   0.00 kcal/mol
E   -62462.758 eV

ORCA input file:
```
! wB97M-V def2-TZVPD RIJCOSX def2/J DEFGRID3
* xyz 2 1
Hf -0.36 -0.04 -0.19
N -3.05 -1.48 -3.28
C -2.74 -2.77 -2.88
C -1.89 -2.65 -1.83
N -1.68 -1.30 -1.59
C -2.40 -0.64 -2.47
C -2.32 0.81 -2.45
N -1.50 1.38 -1.58
C -1.61 2.75 -1.76
C -2.50 2.98 -2.76
N -2.94 1.74 -3.18
H -3.66 -1.25 -4.05
H -3.14 -3.64 -3.38
H -1.41 -3.42 -1.25
H -1.04 3.46 -1.18
H -2.85 3.90 -3.20
H -3.62 1.59 -3.91
C 1.67 0.83 2.92
C 0.24 1.39 2.94
C 0.20 2.54 1.91
C -0.08 1.94 4.34
Si -1.00 0.04 2.38
C -2.85 0.54 2.38
C -3.01 2.02 1.97
C -3.62 -0.28 1.33
C -3.50 0.35 3.76
C -0.65 -1.73 3.04
C -1.80 -2.68 2.67
C -0.48 -1.74 4.57
C 0.60 -2.31 2.38
H 2.37 1.65 3.12
H 1.95 0.40 1.96
H 1.83 0.08 3.69
H 1.04 3.22 2.07
H -0.71 3.13 1.94
H 0.33 2.18 0.86
H 0.62 2.74 4.59
H 0.02 1.17 5.10
H -1.08 2.35 4.40
H -2.53 2.24 1.00
H -2.60 2.70 2.71
H -4.07 2.25 1.86
H -3.14 -0.26 0.34
H -4.62 0.14 1.20
H -3.74 -1.32 1.61
H -3.02 0.97 4.52
H -3.46 -0.68 4.09
H -4.56 0.65 3.71
H -2.73 -2.44 3.18
H -1.53 -3.70 2.95
H -2.00 -2.68 1.59
H -1.34 -1.29 5.08
H 0.41 -1.20 4.88
H -0.38 -2.77 4.93
H 0.45 -2.52 1.31
H 0.85 -3.27 2.83
H 1.49 -1.68 2.48
C 5.55 -1.74 -3.54
C 4.84 -0.54 -4.11
C 4.90 -0.26 -5.47
C 4.30 0.87 -6.01
Cl 4.44 1.18 -7.70
C 3.62 1.76 -5.19
C 3.54 1.49 -3.84
C 4.13 0.36 -3.32
O 4.05 0.18 -1.93
C 3.33 -0.94 -1.52
C 1.93 -0.57 -1.15
O 1.56 0.63 -0.92
O 1.03 -1.48 -0.96
H 6.44 -1.95 -4.13
H 4.93 -2.63 -3.57
H 5.86 -1.57 -2.51
H 5.46 -0.92 -6.13
H 3.17 2.64 -5.62
H 3.03 2.18 -3.16
H 3.78 -1.35 -0.61
H 3.28 -1.74 -2.25
*
```

This record from the Open Molecules 2025 dataset describes one molecule with the formula C27H41N5O2. The level of theory is ωB97M-V/def2-TZVPD.

HOMO level   -0.2551 hartree
Kohn-Sham gap   7.5 eV
Max |F|   0.01441 Eh/bohr
E   -40212.525 eV
SMILES string   CCN(CC)CCCNC(=O)CCC(=O)Nc1ccc2nc(N3CCC(C)CC3)cc(C)c2c1

ORCA input file:
```
! wB97M-V def2-TZVPD RIJCOSX def2/J DEFGRID3
* xyz 0 1
C 1.94 3.42 -7.24
C 2.22 1.93 -7.38
N 2.48 1.31 -6.08
C 2.03 -0.07 -5.99
C 2.67 -1.05 -6.99
C 3.84 1.53 -5.61
C 3.94 1.60 -4.08
C 3.15 2.78 -3.50
N 1.74 2.61 -3.76
C 0.80 2.68 -2.81
O 1.04 3.02 -1.66
C -0.60 2.31 -3.30
C -1.72 2.95 -2.49
C -2.16 2.11 -1.29
O -3.26 1.59 -1.24
N -1.19 2.01 -0.35
C -1.21 1.33 0.87
C -0.02 1.34 1.63
C 0.04 0.71 2.84
C -1.09 0.04 3.36
N -0.97 -0.56 4.55
C -2.01 -1.20 5.07
N -1.85 -1.71 6.32
C -0.53 -1.68 6.91
C 0.24 -2.97 6.60
C -0.55 -4.19 7.09
C 0.17 -5.49 6.73
C -1.96 -4.15 6.51
C -2.63 -2.81 6.83
C -3.25 -1.26 4.38
C -3.40 -0.66 3.16
C -4.71 -0.72 2.43
C -2.29 0.02 2.59
C -2.33 0.67 1.35
H 1.73 3.84 -8.22
H 1.08 3.59 -6.60
H 2.79 3.95 -6.82
H 1.33 1.45 -7.80
H 3.05 1.77 -8.08
H 0.95 -0.07 -6.14
H 2.23 -0.42 -4.98
H 3.75 -1.10 -6.85
H 2.46 -0.76 -8.01
H 2.26 -2.04 -6.82
H 4.52 0.75 -5.97
H 4.19 2.48 -6.01
H 4.99 1.71 -3.81
H 3.57 0.68 -3.63
H 3.29 2.85 -2.42
H 3.49 3.71 -3.96
H 1.55 2.23 -4.69
H -0.69 1.22 -3.26
H -0.68 2.61 -4.35
H -1.40 3.93 -2.13
H -2.60 3.08 -3.12
H -0.30 2.46 -0.58
H 0.84 1.86 1.23
H 0.94 0.72 3.43
H 0.00 -0.82 6.51
H -0.64 -1.57 8.00
H 1.22 -2.94 7.07
H 0.37 -3.04 5.52
H -0.63 -4.13 8.19
H 0.26 -5.58 5.65
H 1.16 -5.51 7.16
H -0.39 -6.35 7.09
H -2.56 -4.97 6.91
H -1.90 -4.26 5.42
H -3.64 -2.79 6.43
H -2.70 -2.70 7.92
H -4.10 -1.77 4.82
H -5.09 0.29 2.26
H -5.44 -1.28 3.00
H -4.58 -1.20 1.46
H -3.23 0.67 0.76
*
```

This record from the Open Molecules 2025 dataset describes a 4-piece molecular cluster, C27H41N8O3 overall. The level of theory is ωB97M-V/def2-TZVPD.

HOMO level   -0.3908 hartree
Kohn-Sham gap   8.1 eV
Max |F|   0.11772 Eh/bohr
E   -46714.840 eV

ORCA input file:
```
! wB97M-V def2-TZVPD RIJCOSX def2/J DEFGRID3
* xyz 1 1
C 3.88 -0.89 1.60
C 4.67 -0.86 0.22
O 4.80 0.44 -0.39
C 3.54 1.04 -0.68
C 2.68 0.29 -1.81
C 1.61 -0.62 -1.06
N 0.38 -0.09 -0.59
C -0.36 -1.12 0.09
N -1.54 -0.98 0.68
C -2.14 -2.20 1.32
O -2.30 0.14 0.72
C -1.68 1.25 1.42
C -1.91 2.55 0.49
N -1.53 2.29 -0.91
C -2.57 2.68 -1.89
C -3.80 1.66 -1.99
C -3.39 0.18 -2.40
O -4.64 1.65 -0.81
N 0.49 -2.25 -0.04
N 1.64 -2.00 -0.72
H 2.79 -1.23 1.50
H 4.35 -1.62 2.35
H 3.84 0.14 2.07
H 5.73 -1.27 0.42
H 4.22 -1.58 -0.56
H 2.88 1.23 0.22
H 3.78 2.08 -1.11
H 3.29 -0.27 -2.58
H 2.06 1.11 -2.32
H -2.68 -1.89 2.27
H -2.93 -2.68 0.63
H -1.34 -2.97 1.60
H -2.23 1.48 2.40
H -0.60 1.10 1.70
H -1.21 3.34 0.90
H -2.98 2.91 0.63
H -0.61 2.68 -1.15
H -2.07 2.66 -2.92
H -2.90 3.77 -1.75
H -4.46 2.06 -2.84
H -3.26 -0.53 -1.52
H -2.50 0.12 -3.11
H -4.27 -0.25 -3.00
H -4.54 0.80 -0.34
H 0.31 -3.20 0.29
H 2.41 -2.63 -0.97
N -5.17 -4.32 0.35
C -5.12 -5.36 1.19
C -5.88 -5.45 2.35
C -6.73 -4.40 2.66
C -6.80 -3.31 1.81
C -6.00 -3.32 0.68
H -4.44 -6.16 0.91
H -5.80 -6.32 2.99
H -7.34 -4.44 3.56
H -7.45 -2.48 2.02
H -6.02 -2.49 -0.02
N -2.05 5.93 0.35
C -1.15 6.39 -0.53
C -1.09 7.71 -0.95
C -2.02 8.61 -0.45
C -2.96 8.16 0.46
C -2.94 6.82 0.82
H -0.45 5.65 -0.90
H -0.33 8.03 -1.66
H -2.00 9.65 -0.76
H -3.70 8.83 0.88
H -3.66 6.42 1.53
N 8.03 -2.68 0.62
C 8.29 -3.89 1.12
C 8.76 -4.96 0.37
C 8.98 -4.76 -0.98
C 8.72 -3.51 -1.53
C 8.25 -2.51 -0.70
H 8.10 -4.00 2.19
H 8.96 -5.92 0.83
H 9.35 -5.57 -1.60
H 8.88 -3.32 -2.59
H 8.04 -1.52 -1.08
*
```